ORCA calculation (ωB97M-V/def2-TZVPD) on one molecule with the formula C3H5FO.

Computed properties:
- Multiplicity: 1
- Charge: 0
- HOMO: -10.140 eV
- Gap between HOMO and LUMO: 11.1 eV
- Total energy: -7955.393 eV

Geometry as XYZ:
```
10
Properties=species:S:1:pos:R:3:forces:R:3
O 1.335454 -1.084892 -0.377552 -1.426 -0.173 -0.404
C 1.000951 0.115003 0.292208 1.578 1.291 -0.382
C -0.305653 0.817424 -0.092658 1.922 -0.359 -0.024
C -1.370249 0.094336 -0.267156 -3.632 -0.988 0.422
F -1.373018 -1.218965 0.217834 0.439 0.557 -0.713
H 0.488304 -1.572779 -0.364144 0.834 -0.213 -0.167
H 1.009233 -0.121421 1.341496 -0.022 0.346 0.786
H 1.865573 0.824427 0.051418 -1.208 -0.841 0.559
H -0.189589 1.883132 -0.213556 -0.622 0.004 -0.466
H -2.461003 0.263731 -0.587894 2.136 0.376 0.390
```
Forces are in eV/Å.